[1]
A 4-piece molecular cluster, C3H16NO4 overall, computed with ωB97M-V/def2-TZVPD.

- Frontier orbital gap: 11.3 eV
- HOMO level: -14.123 eV
- E: -13044.7688 eV
- Total charge: +1
- 2S+1: 1

The geometry in XYZ format:
```
24
Properties=species:S:1:pos:R:3:nbo_charge:R:1
C -0.4699 -0.0267 2.3129 -0.215
C -0.9870 0.5804 1.0165 0.073
C 0.0268 1.5946 0.4633 -0.660
O -1.1894 -0.4938 0.1252 -0.742
N 0.9331 -0.6508 2.1080 -0.704
H -0.3613 0.6456 3.1604 0.226
H -1.0429 -0.8811 2.6685 0.229
H -1.9292 1.0382 1.3278 0.200
H -0.0374 2.5214 1.0324 0.229
H -0.3011 1.8443 -0.5477 0.245
H 1.0317 1.2141 0.3415 0.207
H -1.8348 -0.1777 -0.5316 0.508
H 1.0669 -1.4290 2.7338 0.435
H 1.6653 0.0402 2.2515 0.435
H 1.0542 -0.8936 1.1056 0.487
H 2.6990 -1.7006 -0.4200 0.495
H 2.5099 -0.3305 -1.0281 0.513
O 2.4214 -0.8067 -0.1972 -0.982
H 0.6926 -1.5931 -2.9877 0.484
H 0.9767 -0.0843 -3.0000 0.479
O 1.3735 -0.9399 -2.8064 -0.960
H -2.8173 0.2302 -2.3897 0.485
H -2.8700 1.7143 -2.1185 0.494
O -2.2967 0.9462 -2.0180 -0.960
```

[2]
A single C21H27FN2O3 molecule, computed with ωB97M-V/def2-TZVPD.

- Frontier orbital gap: 8.3 eV
- HOMO level: -8.223 eV
- SMILES: CCCCCCn1cc(C(=O)O)c(=O)c2cc(F)c(N3CCCCC3)cc21
- E: -34056.9647 eV
- Total charge: 0
- 2S+1: 1

The geometry in XYZ format:
```
54
Properties=species:S:1:pos:R:3:nbo_charge:R:1
C -6.8268 -1.7130 -0.4649 -0.597
C -5.4049 -1.2751 -0.1358 -0.403
C -4.3746 -2.2188 -0.7564 -0.389
C -2.9362 -1.7150 -0.6338 -0.398
C -2.4242 -1.7312 0.8076 -0.416
C -1.0428 -1.0961 0.9511 -0.202
N -0.9698 0.3283 0.6457 -0.368
C -2.0726 1.0879 0.5724 0.143
C -2.0910 2.3995 0.2023 -0.376
C -3.4181 3.0800 0.1293 0.786
O -4.4436 2.4914 0.3834 -0.620
O -3.3930 4.3496 -0.2396 -0.676
C -0.8664 3.0889 -0.1258 0.587
O -0.8228 4.2718 -0.4950 -0.664
C 0.3264 2.2703 0.0354 -0.232
C 1.5803 2.8442 -0.1944 -0.187
C 2.7290 2.1233 -0.0381 0.307
F 3.8963 2.7436 -0.3432 -0.330
C 2.7209 0.7738 0.3875 0.246
N 3.8479 0.0392 0.6185 -0.445
C 5.1509 0.6164 0.8707 -0.209
C 6.0690 0.4897 -0.3453 -0.411
C 6.1945 -0.9818 -0.7292 -0.399
C 4.8060 -1.5780 -0.9406 -0.407
C 3.9362 -1.3696 0.3052 -0.205
C 1.4559 0.2154 0.6107 -0.357
C 0.2665 0.9172 0.4260 0.275
H -6.9883 -1.7126 -1.5406 0.201
H -7.0154 -2.7176 -0.0907 0.197
H -7.5450 -1.0353 -0.0109 0.214
H -5.2460 -0.2603 -0.5060 0.214
H -5.2902 -1.2535 0.9494 0.190
H -4.6064 -2.3341 -1.8176 0.204
H -4.4570 -3.2052 -0.2930 0.192
H -2.2830 -2.3460 -1.2425 0.203
H -2.8869 -0.7037 -1.0416 0.204
H -2.3312 -2.7688 1.1369 0.223
H -3.1368 -1.2516 1.4770 0.210
H -0.6794 -1.2524 1.9743 0.205
H -0.3671 -1.6108 0.2604 0.204
H -3.0223 0.6395 0.8174 0.247
H -2.4478 4.6267 -0.4188 0.512
H 1.6227 3.8723 -0.5195 0.256
H 5.0517 1.6531 1.1837 0.227
H 5.5907 0.0573 1.7073 0.186
H 7.0469 0.9095 -0.1085 0.213
H 5.6484 1.0576 -1.1761 0.209
H 6.7892 -1.0870 -1.6378 0.214
H 6.7044 -1.5245 0.0708 0.193
H 4.8769 -2.6452 -1.1564 0.211
H 4.3251 -1.0890 -1.7908 0.202
H 2.9464 -1.7843 0.1228 0.208
H 4.3833 -1.8948 1.1580 0.190
H 1.4242 -0.7909 0.9891 0.220
```

[3]
Cl5CsK2Li6Mg as an isolated structure, computed with ωB97M-V/def2-TZVPD.

- Frontier orbital gap: 4.5 eV
- HOMO level: -23.729 eV
- E: -102428.8207 eV
- Total charge: +6
- 2S+1: 1

The geometry in XYZ format:
```
15
Properties=species:S:1:pos:R:3:nbo_charge:R:1
Li -8.0178 28.7254 2.4429 0.984
Li -3.8859 29.1755 4.6265 0.872
Li -2.7180 25.9730 8.1650 0.986
Li -1.4155 28.4092 0.8988 0.983
Li -5.4107 27.4520 8.1783 0.949
Li -7.0771 30.7102 6.0642 0.951
K -4.6257 31.1003 0.6473 0.997
K -0.4806 26.6947 5.1169 0.997
Mg -2.6107 33.6370 4.3083 1.850
Cs -4.5116 25.3218 3.5868 0.996
Cl -6.4414 29.8988 3.7724 -0.942
Cl -5.8534 29.8445 8.0550 -0.916
Cl -3.5879 27.3045 6.2180 -0.941
Cl -3.2290 31.4831 5.1690 -0.821
Cl -3.0343 28.3984 2.5321 -0.945
```

Q: Among the records above, which one has the highest E?
A: C3H16NO4